DFT (ωB97M-V with the def2-TZVPD basis set) results for a molecular structure, C22H26CuN7O4.

The geometry in XYZ format:
```
60
Properties=species:S:1:pos:R:3
Cu 0.579 0.853 -0.796
N 3.766 -1.256 1.862
C 3.146 -0.329 1.120
N 2.011 -0.473 0.527
C 1.362 -1.705 0.637
N 0.295 -2.012 -0.021
N -0.177 -0.987 -0.818
C -0.928 -1.320 -1.784
C -1.438 -0.280 -2.701
C -2.027 -0.647 -3.898
C -2.416 0.348 -4.782
C -2.218 1.669 -4.425
C -1.644 1.940 -3.191
N -1.259 0.998 -2.340
C 1.931 -2.730 1.520
C 1.296 -3.951 1.765
C 1.891 -4.893 2.574
C 3.138 -4.635 3.151
C 3.778 -3.436 2.925
C 3.164 -2.488 2.110
H 4.666 -1.052 2.265
H 3.669 0.618 1.037
H -1.150 -2.368 -1.969
H -2.153 -1.694 -4.142
H -2.857 0.093 -5.736
H -2.499 2.478 -5.085
H -1.488 2.967 -2.876
H 0.337 -4.132 1.301
H 1.397 -5.837 2.760
H 3.607 -5.379 3.780
H 4.741 -3.227 3.374
N 1.349 2.719 -0.694
C 2.183 3.117 -1.854
C 3.229 2.057 -2.156
C 2.662 0.836 -2.886
O 3.246 0.410 -3.861
O 1.564 0.336 -2.409
H 0.573 3.359 -0.564
H 1.896 2.757 0.162
H 2.653 4.084 -1.663
H 1.515 3.233 -2.708
H 3.698 1.726 -1.221
H 4.015 2.476 -2.781
O 0.003 0.216 2.500
C -0.813 0.907 1.927
O -0.724 1.500 0.785
C -2.201 1.049 2.571
N -2.989 2.074 1.774
C -4.346 1.508 1.437
C -4.465 0.272 2.319
C -3.026 -0.229 2.421
H -2.117 1.364 3.608
H -2.350 2.174 0.948
H -3.048 2.968 2.252
H -4.341 1.257 0.378
H -5.107 2.262 1.617
H -5.144 -0.461 1.889
H -4.843 0.547 3.304
H -2.733 -0.749 1.505
H -2.861 -0.902 3.257
```

Calculated values
gap between HOMO and LUMO (spin up / spin down): 7.81 / 7.72 eV
LUMO level (spin up / spin down): -2.8 / -2.9 eV
highest occupied orbital energy (spin up / spin down): -0.3912 / -0.3906 Ha
net charge: +1
multiplicity: 2

---

DFT (ωB97M-V with the def2-TZVPD basis set) results for 8 unconnected molecules or ions with the total composition C34H59N8O5 in a non-equilibrium geometry.

The geometry in XYZ format:
```
106
Properties=species:S:1:pos:R:3
C 4.597 -0.064 1.144
C 4.143 0.945 2.198
O 3.964 2.269 1.691
C 2.864 2.411 0.806
C 1.548 2.788 1.485
N 0.635 1.641 1.514
C -0.723 1.879 1.255
O -1.260 2.959 1.242
O -1.289 0.739 0.940
C -2.631 0.368 1.563
O -3.346 -0.107 0.721
O -2.570 0.510 2.781
H 4.578 0.376 0.146
H 3.938 -0.933 1.116
H 5.602 -0.425 1.375
H 3.239 0.590 2.704
H 4.911 1.032 2.952
H 2.673 1.505 0.222
H 3.136 3.202 0.098
H 1.755 3.172 2.488
H 1.053 3.582 0.924
H 0.681 1.143 2.399
C -1.125 -2.056 -0.448
C 0.073 -2.517 -1.267
C 1.407 -2.234 -0.569
C 1.714 -0.811 -0.425
N 2.021 0.293 -0.343
H -1.133 -0.985 -0.247
H -2.059 -2.287 -0.958
H -1.142 -2.575 0.512
H 0.095 -2.053 -2.257
H -0.007 -3.596 -1.421
H 2.229 -2.686 -1.129
H 1.390 -2.701 0.418
C -5.860 -4.376 -2.303
C -4.824 -4.847 -3.314
C -4.461 -6.332 -3.190
C -3.831 -6.687 -1.918
N -3.318 -6.977 -0.932
H -5.493 -4.480 -1.280
H -6.093 -3.328 -2.476
H -6.788 -4.944 -2.396
H -3.920 -4.247 -3.227
H -5.209 -4.695 -4.325
H -3.771 -6.623 -3.986
H -5.357 -6.947 -3.303
C -0.426 -2.460 4.599
C 0.796 -3.030 3.891
C 2.106 -2.761 4.638
C 2.411 -1.336 4.767
N 2.651 -0.217 4.868
H -0.364 -1.375 4.685
H -1.335 -2.690 4.046
H -0.524 -2.879 5.604
H 0.862 -2.613 2.885
H 0.690 -4.111 3.780
H 2.946 -3.235 4.127
H 2.062 -3.190 5.641
C -9.809 1.175 -2.461
C -8.849 0.786 -1.343
C -7.584 0.096 -1.860
C -7.891 -1.166 -2.534
N -8.177 -2.125 -3.101
H -10.158 0.295 -3.004
H -10.684 1.691 -2.064
H -9.322 1.841 -3.176
H -9.356 0.136 -0.628
H -8.533 1.676 -0.797
H -6.888 -0.106 -1.044
H -7.044 0.734 -2.559
C -1.450 2.393 -4.214
C -1.508 2.891 -2.777
C -2.236 1.930 -1.835
C -3.640 1.733 -2.181
N -4.755 1.585 -2.422
H -2.454 2.280 -4.632
H -0.896 3.088 -4.845
H -0.946 1.426 -4.267
H -1.993 3.869 -2.739
H -0.495 3.021 -2.397
H -2.204 2.277 -0.800
H -1.757 0.949 -1.837
C 3.840 -0.056 -3.326
C 4.794 1.051 -3.761
C 4.529 2.369 -3.023
C 3.196 2.896 -3.308
N 2.150 3.301 -3.557
H 2.803 0.204 -3.540
H 4.067 -0.987 -3.848
H 3.911 -0.246 -2.255
H 4.716 1.217 -4.837
H 5.826 0.757 -3.558
H 5.263 3.126 -3.302
H 4.618 2.213 -1.945
C 6.248 4.381 4.071
C 6.883 3.750 5.306
C 8.054 2.822 4.959
C 7.609 1.703 4.132
N 7.220 0.888 3.424
H 5.833 3.625 3.403
H 5.436 5.049 4.355
H 6.982 4.964 3.510
H 6.132 3.187 5.861
H 7.259 4.525 5.976
H 8.520 2.424 5.862
H 8.826 3.367 4.413
```

Calculated values
gap between HOMO and LUMO: 8.03 eV
relative energy (zero: lowest compared OMol25 entry of this formula, charge and spin): 23.3 kcal/mol
LUMO level: 2.2 eV
highest occupied orbital energy: -0.2138 Ha
net charge: -1
multiplicity: 1

---

DFT (ωB97M-V with the def2-TZVPD basis set) results for C3H5NO in the gas phase in a non-equilibrium geometry.

The geometry in XYZ format:
```
10
Properties=species:S:1:pos:R:3
N -1.865 1.522 0.216
C -1.351 0.532 -0.093
C -0.499 -0.619 -0.394
C 0.881 -0.306 0.236
O 1.210 1.049 0.086
H -0.949 -1.529 0.016
H -0.421 -0.732 -1.480
H 1.656 -0.878 -0.283
H 0.878 -0.622 1.290
H 0.460 1.583 0.405
```

Calculated values
gap between HOMO and LUMO: 11.64 eV
relative energy (zero: lowest compared OMol25 entry of this formula, charge and spin): 14.1 kcal/mol
LUMO level: 0.8 eV
highest occupied orbital energy: -0.3987 Ha
SMILES: N#CCCO
multiplicity: 1

---

DFT (ωB97M-V with the def2-TZVPD basis set) results for a molecular structure, C39H41Br9F4O9 in a non-equilibrium geometry.

The geometry in XYZ format:
```
102
Properties=species:S:1:pos:R:3
C -2.458 -4.105 7.392
C -1.338 -3.766 6.386
C 0.139 -3.831 6.918
O 0.561 -5.131 6.471
C -0.349 -5.600 5.549
O -0.214 -6.602 4.845
O -1.404 -4.879 5.472
H -3.463 -4.404 7.095
H -2.626 -3.278 8.082
H -1.974 -4.894 7.967
H -1.669 -2.830 5.938
H 0.105 -3.629 7.989
H 0.569 -2.947 6.448
C -1.332 -11.734 -1.605
C -2.706 -11.497 -0.840
C -3.376 -10.110 -0.903
O -4.746 -10.414 -0.973
C -4.940 -11.724 -1.239
O -6.059 -12.120 -1.396
O -3.777 -12.403 -1.193
H -1.373 -11.356 -2.627
H -1.071 -12.791 -1.660
H -0.485 -11.195 -1.182
H -2.569 -11.591 0.237
H -2.995 -9.496 -1.719
H -3.217 -9.417 -0.077
C -0.622 9.694 6.670
C 0.067 8.373 6.055
C 0.785 7.509 7.018
O 0.282 6.227 6.701
C -0.863 6.319 5.968
O -1.683 5.446 5.595
O -0.907 7.621 5.514
H 0.204 10.401 6.736
H -0.869 9.613 7.728
H -1.569 9.853 6.153
H 0.662 8.530 5.155
H 0.555 7.836 8.031
H 1.770 7.878 6.729
F -4.261 -5.165 -5.944
C -3.855 -6.266 -6.487
C -2.600 -6.418 -6.959
C -2.259 -7.569 -7.714
C -3.241 -8.627 -7.939
C -4.502 -8.404 -7.374
C -4.832 -7.240 -6.713
H -1.878 -5.620 -6.872
H -1.262 -7.712 -8.103
H -2.936 -9.473 -8.537
H -5.282 -9.140 -7.499
H -5.766 -6.952 -6.253
F 1.786 -1.503 0.912
C 0.690 -1.221 0.202
C 0.109 0.063 0.411
C -1.240 0.198 -0.016
C -1.886 -0.852 -0.731
C -1.253 -2.099 -0.836
C 0.089 -2.263 -0.461
H 0.536 0.828 1.042
H -1.740 1.145 0.120
H -2.934 -0.795 -0.987
H -1.691 -2.917 -1.388
H 0.601 -3.207 -0.578
F 2.022 9.808 -5.431
C 2.453 9.420 -4.202
C 2.427 7.999 -3.848
C 3.003 7.612 -2.661
C 3.566 8.580 -1.768
C 3.582 9.932 -2.178
C 2.989 10.345 -3.344
H 1.878 7.272 -4.428
H 3.038 6.546 -2.492
H 4.006 8.349 -0.810
H 4.002 10.629 -1.469
H 3.054 11.402 -3.559
F 10.585 6.266 2.096
C 9.520 5.496 2.471
C 8.801 4.836 1.478
C 7.623 4.141 1.759
C 7.064 4.278 3.003
C 7.691 5.124 3.966
C 8.908 5.644 3.697
H 9.142 4.860 0.454
H 7.273 3.449 1.007
H 6.202 3.705 3.312
H 7.280 5.327 4.944
H 9.342 6.213 4.506
C 7.254 -4.689 -4.860
Br 6.629 -4.694 -6.666
Br 5.950 -5.674 -3.660
Br 7.670 -2.869 -4.244
H 8.153 -5.297 -4.763
C -6.360 9.154 -0.691
Br -5.112 10.360 -1.672
Br -6.243 7.226 -1.278
Br -8.269 9.750 -0.658
H -6.104 9.145 0.369
C -6.769 1.532 -6.843
Br -8.589 1.832 -6.093
Br -6.072 3.249 -7.555
Br -6.926 0.337 -8.486
H -6.099 1.057 -6.126
```

Calculated values
gap between HOMO and LUMO: 8.52 eV
relative energy (zero: lowest compared OMol25 entry of this formula, charge and spin): 128.2 kcal/mol
LUMO level: -0.6 eV
highest occupied orbital energy: -0.3363 Ha
multiplicity: 1

---

DFT (ωB97M-V with the def2-TZVPD basis set) results for 2 unconnected molecules or ions with the total composition CH2N2S2 in a non-equilibrium geometry.

The geometry in XYZ format:
```
7
Properties=species:S:1:pos:R:3
N 1.534 1.057 0.137
C 0.610 1.727 -0.196
S -0.621 2.707 -0.258
H 2.197 0.291 0.078
N -1.416 -1.675 0.444
S -0.360 -1.421 -0.599
H -1.943 -2.685 0.393
```

Calculated values
gap between HOMO and LUMO (spin up / spin down): 7.36 / 7.34 eV
relative energy (zero: lowest compared OMol25 entry of this formula, charge and spin): 46.2 kcal/mol
LUMO level (spin up / spin down): -1.2 / -1.2 eV
highest occupied orbital energy (spin up / spin down): -0.3135 / -0.3130 Ha
SMILES: N=C=S.N=S
multiplicity: 1

---

multiplicity of number 2 (C34H59N8O5)?
1

---

What did the fifth record say?
DFT (ωB97M-V with the def2-TZVPD basis set) results for 2 unconnected molecules or ions with the total composition CH2N2S2 in a non-equilibrium geometry.

The geometry in XYZ format:
```
7
Properties=species:S:1:pos:R:3
N 1.534 1.057 0.137
C 0.610 1.727 -0.196
S -0.621 2.707 -0.258
H 2.197 0.291 0.078
N -1.416 -1.675 0.444
S -0.360 -1.421 -0.599
H -1.943 -2.685 0.393
```

Calculated values
gap between HOMO and LUMO (spin up / spin down): 7.36 / 7.34 eV
relative energy (zero: lowest compared OMol25 entry of this formula, charge and spin): 46.2 kcal/mol
LUMO level (spin up / spin down): -1.2 / -1.2 eV
highest occupied orbital energy (spin up / spin down): -0.3135 / -0.3130 Ha
SMILES: N=C=S.N=S
multiplicity: 1